No. 1
The following is a DFT calculation (wB97M-V/def2-TZVPD) of an isolated molecule of C6H8BN.

Values from the calculation:
energy above the lowest of the compared OMol25 structures with the same formula, charge and spin	22.6	kcal/mol
net charge	0
HOMO energy	-9.62	eV

```
16
C6H8BN, DFT wB97M-V/def2-TZVPD
H 0.241 1.947 0.293
C -1.791 -0.774 0.334
H -1.949 -1.755 -0.001
C -1.794 1.875 0.914
C 2.285 -0.582 -0.430
N -2.850 1.120 1.247
H 2.763 -0.310 -1.300
H 2.589 -1.568 -0.083
C -0.724 -0.039 0.028
C -2.868 -0.176 0.976
H 0.362 -1.404 -1.726
B 0.501 -0.745 -0.799
H -1.935 2.904 1.112
H 2.428 0.109 0.350
H -3.746 -0.525 1.338
C -0.691 1.341 0.343
```

Charges in e, computed with Löwdin, in the same order as the atoms:
1 H 0.125
2 C -0.068
3 H 0.098
4 C -0.151
5 C -0.053
6 N 0.059
7 H -0.007
8 H 0.035
9 C -0.191
10 C -0.111
11 H 0.034
12 B 0.099
13 H 0.094
14 H 0.003
15 H 0.075
16 C -0.042



No. 2
The following is a DFT calculation (wB97M-V/def2-TZVPD) of a cluster of 2 separate species, C6H8BNO2 in total.

Values from the calculation:
2S+1	3
expectation value of S²	2.05
net charge	0
HOMO energy (spin up / spin down)	-3.88 / -9.45	eV

```
18
C6H8BNO2, DFT wB97M-V/def2-TZVPD
H 3.870 -0.514 -0.788
H -1.051 2.184 -1.068
H -3.508 1.781 -0.663
O 2.643 0.095 0.921
C -2.208 -0.548 0.685
C -2.106 0.712 0.126
H 3.255 -0.041 1.619
N 1.215 0.596 -1.497
B 2.876 -0.152 -0.341
C 0.141 0.321 -0.722
H -3.082 -0.853 1.164
H -1.152 -2.442 0.603
C -0.972 1.165 -0.572
C -0.008 -0.946 -0.209
O -3.318 1.460 0.156
H 0.765 -1.695 -0.153
H 1.432 1.560 -1.679
C -1.115 -1.441 0.433
```

Charges in e, computed with Löwdin, in the same order as the atoms:
1 H -0.010
2 H 0.147
3 H 0.039
4 O 0.065
5 C 0.042
6 C -0.257
7 H 0.077
8 N 0.181
9 B -0.309
10 C -0.361
11 H 0.102
12 H 0.078
13 C 0.060
14 C -0.051
15 O 0.043
16 H 0.096
17 H 0.072
18 C -0.015



No. 3
The following is a DFT calculation (wB97M-V/def2-TZVPD) of an isolated molecule of C6H8Br2.

Values from the calculation:
energy above the lowest of the compared OMol25 structures with the same formula, charge and spin	52.4	kcal/mol
net charge	0
HOMO energy (spin up / spin down)	-8.06 / -7.97	eV

```
16
C6H8Br2, DFT wB97M-V/def2-TZVPD
C 0.513 0.340 -0.207
C -1.979 0.418 -0.128
H -0.985 -1.281 -0.727
Br -3.406 -1.979 -0.049
H 1.668 -1.608 -0.588
Br -1.906 2.300 0.244
C -2.946 -0.345 0.430
H 0.622 1.387 -0.523
H 1.159 -0.436 1.718
H 0.087 1.093 1.684
H 2.556 0.005 -1.038
C 1.541 -0.574 -1.016
H 1.193 -0.485 -2.032
C -0.800 -0.255 -0.423
H 1.762 0.985 1.379
C 0.920 0.436 1.277
```

Charges in e, computed with Löwdin, in the same order as the atoms:
1 C -0.440
2 C -0.835
3 H 0.080
4 Br 0.795
5 H 0.094
6 Br 0.747
7 C -0.642
8 H 0.113
9 H 0.045
10 H 0.074
11 H 0.106
12 C -0.066
13 H 0.057
14 C -0.122
15 H 0.042
16 C -0.050



No. 4
The following is a DFT calculation (wB97M-V/def2-TZVPD) of an isolated molecule of C6H8Br2O3.

Values from the calculation:
energy above the lowest of the compared OMol25 structures with the same formula, charge and spin	36.6	kcal/mol
net charge	0
HOMO energy	-9.48	eV

```
19
C6H8Br2O3, DFT wB97M-V/def2-TZVPD
H -0.605 -1.947 0.086
H -0.450 -0.903 -2.127
C 0.711 1.651 1.326
O -2.145 0.108 -0.371
C -0.744 0.152 -0.278
O -2.207 0.974 1.719
H 0.731 0.857 2.070
H 0.677 2.632 1.797
H 0.878 -1.081 0.497
C -0.215 0.081 -1.728
O -4.041 0.132 0.796
C -0.348 1.469 0.326
C -0.208 -1.036 0.528
Br -1.061 2.983 -0.439
H -0.716 0.827 -2.342
H -0.554 -0.985 1.559
H 0.861 0.237 -1.755
Br 2.432 1.554 0.366
C -2.881 0.422 0.809
```

Charges in e, computed with Löwdin, in the same order as the atoms:
1 H 0.105
2 H 0.099
3 C -0.557
4 O -0.008
5 C -0.633
6 O 0.036
7 H 0.080
8 H 0.071
9 H 0.078
10 C -0.014
11 O 0.106
12 C -0.608
13 C -0.003
14 Br 1.023
15 H 0.076
16 H 0.095
17 H 0.061
18 Br 0.722
19 C -0.729



No. 5
The following is a DFT calculation (wB97M-V/def2-TZVPD) of a structure of composition C6H8BrN2O3.

Values from the calculation:
energy above the lowest of the compared OMol25 structures with the same formula, charge and spin	31.4	kcal/mol
net charge	+1
HOMO energy	-14.26	eV

```
20
C6H8BrN2O3, DFT wB97M-V/def2-TZVPD
O 0.617 4.429 1.109
O 3.718 2.165 0.222
H -1.147 -0.581 1.076
C 0.785 2.365 0.015
C 0.005 0.197 -0.544
H 1.257 -1.380 0.054
C 1.277 -0.292 0.116
H 0.194 0.178 -1.596
H -1.271 -1.363 -0.473
N -0.220 1.624 -0.147
H 2.595 -0.084 -1.748
H -2.092 0.114 -0.060
C 3.075 1.355 -0.218
C -1.180 -0.513 0.088
N 0.733 3.766 0.110
H -1.213 1.961 -0.339
O 0.790 4.186 -1.034
Br 4.035 -1.017 0.158
C 2.608 0.103 -0.645
H 1.468 0.093 1.102
```

Charges in e, computed with Löwdin, in the same order as the atoms:
1 O 0.152
2 O 0.330
3 H 0.056
4 C 0.004
5 C -0.291
6 H 0.125
7 C -0.175
8 H 0.154
9 H 0.074
10 N 0.109
11 H 0.160
12 H 0.114
13 C -0.194
14 C 0.005
15 N -0.414
16 H 0.210
17 O 0.116
18 Br 0.890
19 C -0.551
20 H 0.127



No. 6
The following is a DFT calculation (wB97M-V/def2-TZVPD) of an isolated molecule of C6H8BrNO2.

Values from the calculation:
energy above the lowest of the compared OMol25 structures with the same formula, charge and spin	156.5	kcal/mol
net charge	0
HOMO energy (spin up / spin down)	-8.62 / -8.56	eV

```
18
C6H8BrNO2, DFT wB97M-V/def2-TZVPD
H -1.462 2.154 -1.513
C -0.589 -1.051 0.756
O -1.147 3.607 0.159
O 0.658 2.518 0.813
C 1.121 -0.115 -0.878
H 1.842 -0.534 -1.507
C 0.292 0.787 -1.489
H -0.779 -1.881 -0.045
H 1.628 -1.370 0.940
C 0.922 -0.497 0.561
C -0.568 1.817 -0.944
N -0.306 2.718 0.097
H 0.267 0.816 -2.611
H -1.728 0.672 1.612
H -0.439 -1.536 1.811
H 0.973 0.347 1.270
Br -3.238 -0.314 -0.085
C -1.620 0.073 0.763
```

Charges in e, computed with Löwdin, in the same order as the atoms:
1 H 0.135
2 C -0.274
3 O 0.050
4 O 0.051
5 C -0.076
6 H 0.082
7 C -0.092
8 H 0.126
9 H 0.142
10 C -0.194
11 C -0.037
12 N -0.433
13 H 0.120
14 H 0.035
15 H 0.138
16 H 0.090
17 Br 0.719
18 C -0.581



| no. | strongest force on any atom (eV Å⁻¹) |
| --- | --- |
| 1 | 5.3 |
| 2 | 4.8 |
| 3 | 5.3 |
| 4 | 2.6 |
| 5 | 5.5 |
| 6 | 2.9 |